Entry 1:
Formula: C35H36Cl2I2N8O4PRbS
Source: the Open Molecules 2025 dataset
Level of theory: ωB97M-V/def2-TZVPD

Results
E	-119020.7291	eV
energy above the lowest of the compared OMol25 structures with the same formula, charge and spin	0.610	eV
multiplicity	1
highest occupied orbital energy	-2.3536	eV
net charge	-2
LUMO	3.3	eV

Each line ends with the Mulliken charge.
Geometry (Å):
Rb: 0.3360 0.2568 -0.2229  0.765
N: 1.2681 3.2535 4.3154  -0.544
C: 0.1406 2.9816 3.5395  0.334
S: -0.4868 4.2471 2.5721  -0.590
N: -0.3850 1.8220 3.7214  -1.019
N: -1.0571 0.9772 3.0126  0.810
C: -2.0833 0.3585 3.5324  -0.184
C: -2.7043 0.8175 4.7970  0.376
C: -2.8989 2.1848 5.0187  -0.171
C: -3.4583 2.6384 6.2028  -0.776
C: -3.8523 1.7391 7.1844  -0.424
C: -3.6528 0.3806 6.9820  -0.746
C: -3.0753 -0.0740 5.8062  -0.079
C: -2.6019 -0.7956 2.7937  0.170
C: -3.9177 -1.2566 2.9779  -0.274
C: -4.3760 -2.3205 2.2253  -0.702
C: -3.5230 -2.9268 1.3129  -0.566
C: -2.2364 -2.4175 1.2039  -0.441
N: -1.7873 -1.3880 1.9069  -0.133
H: 1.8180 4.0080 3.9414  0.228
H: 1.8018 2.4300 4.5556  0.244
H: -2.6034 2.9058 4.2631  0.255
H: -3.5772 3.7047 6.3547  0.397
H: -4.3105 2.0911 8.1013  0.358
H: -3.9381 -0.3285 7.7510  0.365
H: -2.8888 -1.1322 5.6668  0.498
H: -4.5650 -0.7546 3.6835  0.482
H: -5.3940 -2.6735 2.3465  0.369
H: -3.8446 -3.7589 0.7008  0.447
H: -1.5275 -2.8586 0.5094  0.457
I: 3.2918 -3.5635 -3.3799  -0.022
C: 1.1892 -3.5651 -3.5122  -0.269
C: 0.5430 -4.4830 -4.3170  -0.437
C: -0.8331 -4.4720 -4.4067  -0.222
I: -1.7459 -5.9146 -5.6754  -0.091
C: -1.6123 -3.5485 -3.6853  1.173
C: -3.0209 -3.4577 -3.7248  -0.471
C: -3.6729 -2.5240 -2.9648  -1.523
C: -2.9189 -1.6684 -2.1482  0.066
N: -1.6097 -1.7137 -2.0967  0.330
C: -0.9394 -2.6098 -2.8395  -0.336
C: 0.5323 -2.5639 -2.7358  -0.059
O: 1.1235 -1.7217 -2.0386  -0.381
H: 1.1194 -5.2070 -4.8768  0.323
H: -3.5764 -4.1311 -4.3653  0.139
H: -4.7531 -2.4460 -2.9876  0.469
H: -3.4071 -0.9308 -1.5173  0.463
Cl: 8.2087 -1.1065 0.5760  -0.306
C: 6.4700 -0.9093 0.6932  0.389
C: 5.7674 -1.6744 1.6393  -0.649
C: 4.4183 -1.5156 1.7495  0.342
Cl: 3.5432 -2.4647 2.9084  -0.252
C: 3.6357 -0.5708 0.9599  -0.322
O: 2.4181 -0.4199 1.1396  -0.554
C: 4.4278 0.1614 -0.0095  1.162
C: 3.8206 1.1227 -0.8985  -0.383
O: 2.6583 1.4826 -0.9557  -0.611
C: 5.8135 -0.0262 -0.1154  -0.883
H: 6.2934 -2.3806 2.2668  0.418
H: 4.5579 1.5868 -1.5975  0.154
H: 6.3637 0.5469 -0.8541  0.296
C: -1.0407 4.6066 -0.9472  -0.871
N: -2.3179 4.2929 -1.5867  0.335
C: -3.1981 5.4304 -1.7376  -0.992
P: -2.8898 2.7264 -1.4694  -0.038
O: -1.7909 1.7561 -1.5940  -0.510
N: -3.9543 2.5365 -2.7583  0.567
C: -5.3601 2.8545 -2.7368  -1.100
C: -3.3794 2.3557 -4.0768  -1.143
N: -3.9313 2.5902 -0.1805  0.912
C: -4.2460 3.7102 0.6978  -0.971
C: -4.1770 1.2366 0.3058  -0.754
H: -0.4669 5.2771 -1.5953  0.266
H: -0.4756 3.6892 -0.8065  0.249
H: -1.1738 5.0802 0.0299  0.236
H: -2.7480 6.1473 -2.4331  0.319
H: -3.3739 5.9439 -0.7851  0.312
H: -4.1581 5.1142 -2.1445  0.240
H: -5.6807 3.0094 -1.7084  0.238
H: -5.9386 2.0258 -3.1628  0.321
H: -5.5873 3.7566 -3.3245  0.326
H: -2.3422 2.0444 -3.9669  0.249
H: -3.4144 3.2797 -4.6723  0.248
H: -3.9244 1.5777 -4.6215  0.362
H: -3.3570 4.2380 1.0356  0.129
H: -4.7455 3.3260 1.5856  0.501
H: -4.9306 4.4185 0.2132  0.255
H: -3.3634 0.5707 0.0176  -0.123
H: -5.1178 0.8290 -0.0888  0.185
H: -4.2249 1.2400 1.3903  0.391

Entry 2:
Formula: C35H36N9O2S4Sc
Source: the Open Molecules 2025 dataset
Level of theory: ωB97M-V/def2-TZVPD

Results
E	-118430.2939	eV
multiplicity	1
highest occupied orbital energy	-7.3314	eV
LUMO	0.3	eV

Each line ends with the Mulliken charge.
Geometry (Å):
Sc: 0.0984 -0.3861 0.4839  -0.555
C: -4.0429 1.6112 -0.0805  -1.322
N: -2.6000 1.7389 -0.2634  1.609
C: -2.0211 2.8700 0.4310  -0.534
C: -1.8147 2.5486 1.9090  -1.256
N: -1.2150 1.2129 2.1623  1.993
C: -2.3068 0.2451 2.4445  -1.607
C: -0.3261 1.3275 3.3202  -0.793
C: -0.8594 1.6317 4.5666  -0.181
C: -0.0606 1.7217 5.6897  -0.864
C: 1.3010 1.4818 5.5800  -0.749
C: 1.8483 1.2072 4.3424  -0.647
C: 1.0531 1.1537 3.1955  0.926
S: 1.8632 0.9675 1.6381  -0.223
C: -2.2669 1.6324 -1.6470  -1.843
C: -2.3568 2.7130 -2.5178  0.257
C: -2.0044 2.5759 -3.8515  -0.946
C: -1.5872 1.3402 -4.3263  -0.626
C: -1.5190 0.2515 -3.4737  -0.701
C: -1.8396 0.3850 -2.1230  1.172
S: -1.7801 -1.0216 -1.0468  -0.474
H: -4.5969 2.3707 -0.6501  0.287
H: -4.2960 1.7200 0.9746  0.385
H: -4.3509 0.6199 -0.4160  0.308
H: -2.6321 3.7851 0.3628  0.258
H: -1.0452 3.0828 -0.0024  0.060
H: -2.7765 2.6223 2.4277  0.407
H: -1.1545 3.3115 2.3204  0.492
H: -3.0587 0.6797 3.1123  0.500
H: -1.8899 -0.6165 2.9446  0.581
H: -2.7857 -0.0440 1.5099  0.202
H: -1.9272 1.7804 4.6749  0.311
H: -0.5049 1.9615 6.6468  0.397
H: 1.9325 1.5053 6.4588  0.373
H: 2.9088 1.0233 4.2339  0.454
H: -2.6984 3.6725 -2.1444  0.361
H: -2.0687 3.4256 -4.5189  0.400
H: -1.3248 1.2204 -5.3697  0.409
H: -1.1938 -0.7173 -3.8280  0.506
C: 4.4500 -3.0420 -2.7667  -1.032
N: 4.3354 -1.7989 -2.0416  0.230
C: 5.3131 -1.2852 -1.2095  -0.909
C: 4.9078 -0.0794 -0.7954  -0.395
N: 3.6534 0.1588 -1.3490  0.765
C: 3.2853 -0.9289 -2.1324  -0.022
S: 1.9390 -1.1277 -3.0878  -0.283
C: 2.9889 1.4011 -1.3029  0.080
C: 3.7443 2.5696 -1.2805  -0.811
C: 3.0863 3.7811 -1.3541  -0.960
C: 1.7082 3.7815 -1.5027  -1.020
C: 1.0517 2.5668 -1.4960  -0.108
N: 1.6626 1.3925 -1.3515  0.847
H: 5.3581 -3.0386 -3.3703  0.395
H: 3.5930 -3.1285 -3.4300  0.338
H: 4.4763 -3.8867 -2.0776  0.345
H: 6.2147 -1.8300 -0.9945  0.498
H: 5.3670 0.6073 -0.1088  0.494
H: 4.8230 2.5295 -1.2339  0.546
H: 3.6420 4.7088 -1.3358  0.423
H: 1.1534 4.7027 -1.6137  0.473
H: -0.0159 2.5180 -1.6404  0.227
N: -3.4530 -6.9568 4.6341  -0.547
C: -2.6044 -5.8900 4.3925  1.060
C: -1.2342 -5.9994 4.6560  -0.872
C: -0.3909 -4.9334 4.4173  -0.148
C: -0.9027 -3.7544 3.9027  -0.481
C: -2.2482 -3.6424 3.5956  -0.173
C: -3.0968 -4.7074 3.8327  -0.986
S: 0.1393 -2.3267 3.7434  1.399
O: -0.5876 -1.2662 4.3868  -0.683
O: 1.4536 -2.6038 4.2438  -0.757
N: 0.1872 -1.9455 2.1058  0.437
C: 0.7858 -2.9133 1.3654  0.539
N: 1.0511 -2.5593 0.0802  0.397
C: 1.4998 -3.5145 -0.7265  -0.116
C: 1.7954 -4.7894 -0.2929  -1.262
C: 1.5857 -5.0305 1.0559  -0.303
N: 1.0698 -4.1263 1.8626  -0.413
H: -3.1206 -7.6536 5.2773  0.219
H: -4.4314 -6.7410 4.7081  0.221
H: -0.8387 -6.9277 5.0509  0.294
H: 0.6707 -4.9831 4.6174  0.504
H: -2.6269 -2.7210 3.1723  0.351
H: -4.1506 -4.6289 3.5939  0.303
H: 1.6288 -3.2261 -1.7617  0.662
H: 2.1554 -5.5493 -0.9696  0.460
H: 1.8224 -5.9863 1.5148  0.449